DFT (ωB97M-V with the def2-TZVPD basis set) results for C6H8N5OPS2 in the gas phase in a non-equilibrium geometry.

Last column: Löwdin charge in e.
CARTESIAN COORDINATES (ANGSTROEM)
N  1.657  3.487  0.345  -0.366
S  1.982  2.295  -0.870  0.599
P  2.070  0.566  0.495  0.308
O  1.935  1.057  1.825  -0.396
S  3.655  -0.880  0.274  0.659
N  3.298  -1.749  -1.064  -0.417
N  0.587  -0.652  -0.196  -0.102
N  0.610  -1.865  -0.941  -0.043
N  -0.576  -2.298  -1.214  0.073
C  -1.447  -1.388  -0.652  -0.229
C  -2.870  -1.411  -0.549  -0.013
C  -3.452  -0.428  0.205  -0.085
C  -2.697  0.561  0.900  -0.069
C  -1.356  0.657  0.780  -0.031
C  -0.729  -0.357  0.004  -0.244
H  0.668  3.620  0.223  0.000
H  1.909  3.068  1.229  -0.010
H  2.545  -2.343  -1.155  -0.035
H  4.026  -1.801  -1.771  0.048
H  -3.586  -2.106  -1.001  0.116
H  -4.452  -0.589  0.311  0.066
H  -3.117  1.302  1.545  0.099
H  -0.661  1.256  1.280  0.073

Properties
DFT total energy	-46807.5631	eV
E_HOMO	-8.933	eV
relative energy (zero: lowest compared OMol25 entry of this formula, charge and spin)	0.0	kJ/mol
structure (SMILES)	NSP(=O)(SN)n1nnc2ccccc21
F_max	0.118	hartree/bohr